Here is a 3-piece molecular cluster, C34H29BClN2O6PS overall from the OMol25 dataset. Energies are from the ωB97M-V functional and the def2-TZVPD basis.

Values from the calculation:
calculated total energy = -84317.7605 eV
strongest force on any atom = 4.32 eV/A
HOMO energy = -8.8 eV
total charge = 0
E_LUMO = -1.13 eV
SMILES = CCB(O)[C@H]1NC(=O)[C@@](Cl)([PH2]=N)[C@@H]1S.O=C1c2ccccc2C(=O)c2ccccc21.O=C1c2ccccc2C(=O)c2ccccc21

Element x y z (Å)
C -2.010004 2.754607 -5.243569
C -1.202033 1.656632 -4.503987
B -0.696985 2.085497 -3.073885
O -0.804425 1.193560 -2.062168
C -0.033587 3.489642 -2.764404
N -0.055966 3.944065 -1.367135
C 1.156051 4.493819 -0.974584
O 1.544684 4.661325 0.098227
C 1.873842 4.767305 -2.345826
Cl 0.997518 6.255405 -2.938356
P 3.662889 5.299371 -2.359651
N 4.306952 5.540708 -0.942853
C 1.474244 3.458605 -3.013950
S 2.112617 3.069078 -4.654298
H -1.406743 3.189957 -6.024368
H -2.851185 2.307085 -5.746622
H -2.407798 3.520874 -4.594400
H -1.813332 0.764737 -4.446707
H -0.357958 1.391938 -5.128690
H -1.350421 0.459925 -2.369819
H -0.608830 4.213357 -3.332232
H -0.418788 3.278595 -0.698760
H 3.657720 6.489012 -3.108346
H 4.363752 4.338268 -3.121511
H 5.099451 4.911432 -0.866696
H 1.817430 2.735722 -2.284692
H 2.999376 2.120808 -4.321359
C -1.152798 -6.787187 -0.573189
C -0.538312 -6.931697 0.666806
C 0.365318 -5.981945 1.109967
C 0.667688 -4.887764 0.310987
C 0.066633 -4.753231 -0.943275
C -0.851167 -5.701645 -1.376275
C 0.408554 -3.610908 -1.835117
O -0.118418 -3.487031 -2.922150
C 1.417733 -2.622697 -1.361887
C 1.789812 -1.577352 -2.198052
C 2.711888 -0.641776 -1.764597
C 3.259687 -0.738926 -0.489330
C 2.897816 -1.783702 0.343643
C 1.984456 -2.732985 -0.090713
C 1.628539 -3.865462 0.810847
O 2.113703 -3.952278 1.917437
H -1.865316 -7.527091 -0.913503
H -0.768062 -7.787208 1.288230
H 0.839740 -6.088291 2.075751
H -1.323896 -5.589530 -2.342243
H 1.357528 -1.500016 -3.186584
H 3.003581 0.170850 -2.418798
H 3.971392 0.001777 -0.146634
H 3.324945 -1.859112 1.334755
C -3.645206 -2.428423 6.257860
C -4.482085 -1.318149 6.309812
C -4.192201 -0.193846 5.556980
C -3.057732 -0.169132 4.756302
C -2.206571 -1.275746 4.720720
C -2.510521 -2.407331 5.466096
C -0.960978 -1.255194 3.902793
O -0.225978 -2.219589 3.864974
C -0.639839 -0.018750 3.138160
C 0.540820 0.045145 2.409826
C 0.844567 1.178150 1.681556
C -0.033702 2.253576 1.661298
C -1.211300 2.202802 2.387810
C -1.514142 1.071834 3.137485
C -2.769627 1.042332 3.937544
O -3.538725 1.980953 3.925836
H -3.878469 -3.309575 6.841188
H -5.362818 -1.332953 6.938352
H -4.843634 0.668489 5.591174
H -1.855496 -3.266853 5.427416
H 1.224016 -0.793881 2.414077
H 1.767332 1.224014 1.116879
H 0.209105 3.126270 1.074104
H -1.896333 3.039732 2.376325

Cartesian forces (eV/Å) of the 2 atoms listed first:
C 0.23 -0.64 -0.07
C -0.37 0.92 0.02

These are the Löwdin partial charges, in e, on atoms 1 to 8: atom 1 (C): -0.0933, atom 2 (C): -0.1405, atom 3 (B): -0.4819, atom 4 (O): 0.1750, atom 5 (C): -0.2594, atom 6 (N): 0.1047, atom 7 (C): -0.5754, atom 8 (O): 0.1470